DFT (ωB97M-V with the def2-TZVPD basis set) results for a structure of composition C12H42Ca2O18P2S in a non-equilibrium geometry.

Last column: Löwdin charge in e.
Cartesian coordinates (Å):
Ca -4.325 -0.540 3.006  1.759
Ca -6.942 4.102 6.993  1.718
S -5.063 0.168 7.696  0.089
P -1.776 -4.567 4.317  0.469
P 0.504 1.546 3.200  0.497
O 0.678 2.158 4.716  -0.246
O -2.841 2.517 11.107  -0.107
O -4.125 -0.188 8.732  -0.334
O -6.364 -0.450 8.009  -0.399
O -0.500 -1.346 10.224  -0.120
O -0.811 0.860 2.921  -0.315
O -4.054 5.119 5.219  -0.162
O -1.669 -5.779 3.224  -0.200
O -9.296 1.721 7.215  -0.147
O -2.260 -3.270 3.818  -0.290
O -0.295 -4.652 4.967  -0.197
O 1.770 0.535 3.104  -0.210
O 0.843 2.807 2.232  -0.213
O -2.649 -5.219 5.550  -0.218
O -8.281 -3.475 6.548  -0.141
O -5.120 1.609 7.702  -0.468
O -7.029 -1.866 11.275  -0.154
O -4.643 -0.168 6.340  -0.468
C -2.859 -6.220 2.659  -0.136
C 0.288 1.313 5.828  -0.070
C -2.797 5.762 5.204  -0.130
C -3.093 -4.406 6.641  -0.088
C 0.769 -4.116 4.181  -0.099
C 3.073 0.940 3.436  -0.109
C -0.024 3.891 2.103  -0.117
C 0.225 -0.551 11.103  -0.182
C -9.067 -4.354 7.319  -0.165
C -5.860 -2.097 12.138  -0.115
C -10.320 1.533 6.275  -0.159
C -2.174 3.566 10.421  -0.170
H -1.938 5.184 4.863  0.082
H -4.045 4.489 4.495  0.064
H 0.027 4.128 1.040  0.104
H -11.214 1.059 6.679  0.098
H -2.886 6.603 4.516  0.088
H -4.116 -4.142 6.374  0.086
H 0.448 -3.816 3.184  0.082
H -2.510 -3.511 6.858  0.091
H 3.454 0.276 4.211  0.097
H -2.665 6.118 6.225  0.092
H -8.418 -4.771 8.089  0.079
H -1.101 3.437 10.278  0.073
H -3.048 -7.181 3.138  0.103
H -6.764 -1.643 10.379  0.031
H -3.752 -5.670 2.955  0.077
H -0.791 1.160 5.801  0.078
H 3.806 0.799 2.641  0.097
H -2.282 4.492 10.986  0.074
H 1.586 -4.833 4.095  0.099
H -8.894 0.880 7.445  0.081
H 0.578 0.363 10.626  0.063
H -3.077 1.855 10.454  0.056
H -0.384 -0.293 11.970  0.082
H 0.443 1.858 6.759  0.094
H 1.160 -1.038 11.379  0.082
H 3.143 1.985 3.739  0.093
H 1.199 -3.245 4.676  0.087
H -5.752 -1.188 12.729  0.070
H -1.022 3.589 2.421  0.067
H -1.362 -1.031 9.944  0.067
H 0.281 4.726 2.733  0.096
H 0.826 0.365 5.823  0.095
H -2.675 3.773 9.475  0.058
H -7.926 -2.788 7.116  0.054
H -3.142 -4.912 7.606  0.098
H -2.789 -6.255 1.572  0.098
H -6.037 -2.886 12.868  0.070
H -10.713 2.469 5.880  0.075
H -5.020 -2.379 11.502  0.075
H -9.423 -5.162 6.680  0.082
H -9.898 1.057 5.390  0.082
H -9.875 -3.870 7.869  0.077

- DFT total energy: -4272.21880 hartree
- Total charge: +2
- Highest occupied orbital energy: -0.4468 hartree
- Orbital gap: 3.21 eV
- ΔE to the lowest compared entry with this formula, charge and spin: 287.7 kcal/mol

---

DFT (ωB97M-V with the def2-TZVPD basis set) results for a cluster of 9 separate species, C12H42N12O9 in total in a non-equilibrium geometry.

Last column: Löwdin charge in e.
Cartesian coordinates (Å):
O 3.750 -0.776 0.615  -0.072
O 1.664 0.988 4.583  -0.020
O -2.484 -4.746 0.205  -0.074
O -2.688 -1.348 1.643  -0.098
O 4.344 3.203 -2.925  -0.002
O -2.314 2.707 -2.030  -0.006
O 0.671 0.435 -1.179  -0.047
O 0.726 3.766 0.771  -0.016
O 2.827 -2.691 -1.323  -0.028
N 2.276 3.597 -1.886  0.132
N 2.708 -0.813 3.591  0.142
N 0.199 -1.232 0.145  0.222
N -1.522 3.880 0.814  0.175
N 1.887 -1.559 -3.038  0.191
N 3.508 1.540 -1.664  0.153
N 1.873 1.157 2.429  0.196
N -1.343 0.427 -0.336  0.221
N -0.283 4.213 2.747  0.160
N 2.963 -3.593 -3.311  0.171
N -1.618 4.107 -3.694  0.172
N -3.680 4.287 -2.624  0.175
C 2.569 -2.591 -2.535  -0.708
C -2.185 -3.464 -1.892  -0.040
C -0.232 -4.777 -0.907  -0.049
C -2.651 -1.188 3.099  -0.455
C -0.156 -0.111 -0.435  -0.717
C -1.498 -4.006 -0.626  -0.450
C -0.325 3.964 1.415  -0.668
C -2.531 3.668 -2.757  -0.690
C 3.455 2.775 -2.182  -0.623
C 2.073 0.466 3.546  -0.659
C -1.661 -2.126 3.754  -0.037
C -2.404 0.316 3.282  -0.050
H 3.619 -4.084 -2.738  0.111
H -2.397 -4.352 -2.469  0.071
H -1.438 -2.910 -2.470  0.075
H 3.325 -0.917 2.804  0.042
H -1.342 1.235 -0.940  0.070
H 3.178 -0.854 4.477  0.082
H 2.635 1.049 -1.474  0.061
H -1.613 3.556 -0.158  0.082
H -2.415 0.648 4.326  0.087
H -3.078 -2.853 -1.702  0.085
H -1.009 4.762 3.180  0.100
H -2.088 0.031 0.217  0.084
H -2.736 -5.530 -0.282  0.068
H 1.022 -1.641 -0.265  0.084
H -4.027 4.966 -3.271  0.110
H -4.233 3.836 -1.919  0.117
H 2.669 4.516 -1.977  0.070
H 1.478 2.045 2.653  0.073
H 3.756 0.033 0.077  0.006
H 0.186 -5.358 -0.071  0.093
H 4.372 1.091 -1.913  0.109
H 3.785 -1.516 -0.024  0.018
H -2.401 4.067 1.265  0.100
H -0.454 -1.716 0.727  0.072
H -1.931 -3.136 3.451  0.078
H 1.402 -0.948 -2.352  0.075
H -0.625 -1.859 3.453  0.089
H -1.300 -3.198 0.068  0.081
H 1.983 0.886 1.486  0.067
H -1.423 0.453 2.816  0.071
H 1.432 -1.713 -3.929  0.111
H -3.200 -2.127 1.437  0.081
H -3.679 -1.336 3.425  0.129
H -1.532 5.041 -4.043  0.096
H -0.735 3.641 -3.543  0.102
H 1.794 3.462 -0.999  0.033
H 0.662 4.417 3.035  0.110
H -1.781 -1.984 4.842  0.093
H 3.056 -3.501 -4.306  0.108
H 0.568 -4.124 -1.250  0.056
H -0.294 -5.517 -1.697  0.076
H -3.107 0.960 2.764  0.070

- SMILES: NC(N)=O.NC(N)=O.NC(N)=O.NC(N)=O.NC(N)=O.NC(N)=O.CC(C)O.CC(C)O.O
- DFT total energy: -1816.90481 hartree
- Highest occupied orbital energy: -0.3283 hartree
- Orbital gap: 9.26 eV
- ΔE to the lowest compared entry with this formula, charge and spin: 0.0 kcal/mol

---

What is the formula in the first record? C12H42Ca2O18P2S

---

Look up the DFT total energy of the first one. -4272.21880 hartree

---

DFT total energy of number 1 (C12H42Ca2O18P2S)? -4272.21880 hartree

---

The highest DFT total energy belongs to which entry? C12H42N12O9